Record 1
Entry from the OMol25 dataset: 13 unconnected molecules or ions with the total composition C46H118N13O20 at a distorted geometry (ωB97M-V/def2-TZVPD).

As for the HOMO-LUMO gap: 5.7 eV. The calculation puts the LUMO energy at -6.2 eV. The calculation puts the total energy at -109888.98985 eV. The HOMO energy comes out at -11.8 eV.

Geometry as ORCA input:
```
! RIJCOSX wB97M-V def2-TZVPD def2/J DEFGRID3
* xyz 3 1
H -16.92 0.67 13.07
O -15.01 9.44 7.18
H -21.52 8.17 10.76
O -14.80 4.13 9.42
C -22.97 5.90 8.47
H -21.31 2.18 10.31
H -21.40 8.23 6.30
C -19.17 3.47 9.24
C -10.37 8.95 16.09
H -23.52 6.49 9.20
H -14.69 7.26 16.28
N -22.53 6.41 15.64
H -18.18 7.07 10.22
H -11.85 7.54 15.76
H -15.13 10.79 15.80
H -12.98 4.20 11.55
H -22.23 8.94 19.08
O -12.97 9.06 7.61
H -20.61 4.64 15.06
O -16.07 4.94 16.76
C -19.86 0.61 7.73
H -27.84 10.71 12.91
H -13.49 8.45 13.24
H -16.47 4.84 8.38
H -28.96 7.28 11.66
C -14.76 3.36 11.66
H -21.05 6.24 19.15
N -26.97 7.90 11.52
C -28.01 10.09 10.85
C -18.05 8.00 7.06
C -21.73 5.12 8.94
C -20.17 8.71 18.40
C -18.96 3.32 15.39
O -14.44 8.46 8.95
H -18.92 0.11 7.48
O -21.96 1.24 14.45
C -21.68 8.21 11.84
H -17.60 6.90 17.27
H -23.15 10.41 12.05
H -13.76 6.70 14.85
O -15.79 2.81 16.89
C -19.33 10.12 6.96
H -15.00 5.88 8.38
C -17.85 8.04 8.58
H -12.78 2.91 12.29
H -22.06 6.83 18.04
H -28.99 9.37 12.69
C -14.55 7.37 15.20
C -16.42 9.66 14.45
C -17.84 1.13 12.71
H -21.25 7.38 12.41
N -20.39 2.92 8.51
H -18.59 0.36 12.84
O -19.12 5.27 12.20
N -18.31 6.11 12.58
H -26.41 9.19 9.67
H -22.76 8.11 11.98
H -15.91 8.88 12.38
H -25.38 6.91 10.26
H -21.94 10.69 10.84
H -18.44 2.67 9.34
C -11.69 8.60 15.54
N -21.75 6.95 18.99
H -19.92 3.90 17.38
C -15.58 9.56 13.16
H -29.04 10.13 10.48
H -19.13 1.22 14.86
C -22.08 10.55 11.91
O -18.15 6.35 13.72
C -26.97 8.92 12.67
H -18.93 7.54 16.34
O -19.18 7.64 18.38
H -22.48 9.13 14.25
C -15.41 4.33 10.65
C -27.26 8.84 10.25
O -18.66 7.28 9.41
H -18.33 4.18 15.22
H -9.67 8.25 15.63
C -21.34 8.36 19.34
H -19.95 2.24 17.20
H -14.69 3.13 13.90
H -16.47 4.10 10.53
H -20.54 2.21 6.47
H -22.49 6.73 19.64
H -16.82 7.71 8.69
C -25.34 6.02 12.16
H -23.67 5.19 8.01
H -10.24 8.93 17.17
H -18.19 6.99 6.68
H -11.59 8.57 14.45
H -18.37 10.56 6.70
H -20.12 9.27 4.61
H -12.86 10.42 15.97
H -27.52 11.02 10.57
H -17.73 9.08 8.86
H -21.71 7.58 21.39
H -19.35 10.71 12.40
H -10.14 9.94 15.70
H -22.78 6.74 7.80
C -14.10 9.25 13.66
H -15.59 10.54 12.66
H -27.85 8.32 9.49
H -17.87 8.71 17.19
C -20.53 7.79 6.77
N -14.12 9.01 7.92
H -22.14 3.49 7.55
O -14.16 4.11 16.57
H -22.15 1.71 8.85
H -17.54 1.72 15.24
H -23.16 5.81 11.68
H -21.98 11.48 12.47
N -20.20 3.83 14.62
O -21.89 0.19 12.66
H -27.94 6.03 10.93
H -20.09 10.72 6.47
H -19.26 7.69 4.63
N -19.27 8.67 6.42
H -20.60 7.76 7.86
H -15.72 9.41 16.59
H -20.66 0.05 7.23
H -18.30 9.23 4.52
H -20.82 3.04 14.67
H -20.03 7.95 21.00
H -21.98 4.79 9.95
H -21.41 10.32 15.96
H -17.10 10.51 14.48
H -16.19 3.63 13.32
H -18.85 2.36 6.98
C -18.32 7.72 17.23
C -25.57 7.26 11.28
O -23.34 7.09 16.28
C -15.43 9.76 15.60
H -20.06 3.88 13.62
H -24.85 8.06 11.45
H -21.54 11.48 14.67
H -21.25 9.25 21.42
H -20.76 -0.32 9.37
H -26.15 5.29 12.12
C -21.00 10.58 14.98
H -14.82 4.74 13.31
C -20.26 0.63 9.16
C -21.28 4.05 7.92
H -19.67 9.66 11.17
N -13.27 3.24 11.48
H -18.93 4.34 8.63
H -27.01 8.29 13.56
O -21.79 5.70 16.25
H -15.23 5.32 11.06
H -24.13 4.71 10.88
C -15.12 3.72 13.10
C -19.21 8.75 4.88
O -18.23 2.30 13.31
C -28.06 9.82 12.33
H -20.49 8.81 17.37
H -13.41 10.09 13.68
H -19.52 3.87 10.20
H -20.92 5.83 9.08
H -27.76 6.34 12.71
O -22.46 6.53 14.39
H -15.48 7.19 14.67
H -19.52 10.19 8.03
N -21.23 9.50 12.60
C -19.85 2.08 7.31
O -17.75 6.85 11.76
H -17.22 8.54 6.59
H -15.15 4.54 7.32
H -12.89 2.78 10.66
C -21.42 9.37 14.15
H -14.94 2.29 11.52
C -19.76 9.71 12.26
C -12.99 9.34 16.00
H -19.50 0.81 9.92
H -19.36 11.31 15.78
H -17.09 8.79 14.51
H -23.87 4.51 12.62
H -25.27 6.25 13.22
N -15.35 3.94 16.73
O -22.27 2.27 12.67
H -17.70 1.38 11.65
H -19.23 8.94 12.81
C -19.36 3.10 16.91
C -15.38 4.86 8.34
C -24.07 5.23 11.83
H -20.72 4.44 7.07
C -21.06 8.31 20.91
H -13.29 9.06 17.01
H -20.85 8.48 14.41
N -14.25 8.89 15.15
C -18.45 2.06 14.75
H -20.50 6.76 6.41
N -22.01 1.26 13.20
H -25.97 9.35 12.65
C -28.01 6.77 11.74
H -19.79 9.72 18.59
C -21.16 1.83 9.29
O -19.63 10.71 15.08
H -18.47 2.86 17.49
*
```

Results of the Löwdin charge analysis, in e, for atoms 1 through 99: atom 1 (H): 0.095, atom 2 (O): -0.087, atom 3 (H): 0.103, atom 4 (O): -0.174, atom 5 (C): -0.086, atom 6 (H): 0.114, atom 7 (H): 0.101, atom 8 (C): 0.036, atom 9 (C): -0.101, atom 10 (H): 0.042, atom 11 (H): 0.099, atom 12 (N): -0.620, atom 13 (H): 0.002, atom 14 (H): 0.106, atom 15 (H): 0.136, atom 16 (H): 0.168, atom 17 (H): 0.151, atom 18 (O): 0.009, atom 19 (H): 0.093, atom 20 (O): -0.077, atom 21 (C): -0.143, atom 22 (H): 0.137, atom 23 (H): 0.121, atom 24 (H): 0.066, atom 25 (H): 0.110, atom 26 (C): -0.285, atom 27 (H): 0.163, atom 28 (N): -0.209, atom 29 (C): -0.119, atom 30 (C): -0.085, atom 31 (C): -0.200, atom 32 (C): -0.160, atom 33 (C): -0.241, atom 34 (O): -0.084, atom 35 (H): 0.129, atom 36 (O): -0.073, atom 37 (C): 0.015, atom 38 (H): 0.088, atom 39 (H): 0.090, atom 40 (H): 0.097, atom 41 (O): -0.025, atom 42 (C): 0.027, atom 43 (H): 0.086, atom 44 (C): -0.250, atom 45 (H): 0.174, atom 46 (H): 0.091, atom 47 (H): 0.132, atom 48 (C): 0.049, atom 49 (C): -0.163, atom 50 (C): -0.143, atom 51 (H): 0.091, atom 52 (N): -0.222, atom 53 (H): 0.099, atom 54 (O): -0.018, atom 55 (N): -0.627, atom 56 (H): 0.120, atom 57 (H): 0.066, atom 58 (H): 0.100, atom 59 (H): 0.115, atom 60 (H): 0.111, atom 61 (H): 0.105, atom 62 (C): -0.259, atom 63 (N): 0.216, atom 64 (H): 0.059, atom 65 (C): -0.094, atom 66 (H): 0.123, atom 67 (H): 0.134, atom 68 (C): -0.005, atom 69 (O): 0.023, atom 70 (C): -0.119, atom 71 (H): 0.078, atom 72 (O): -0.182, atom 73 (H): 0.129, atom 74 (C): -0.171, atom 75 (C): -0.040, atom 76 (O): -0.085, atom 77 (H): 0.120, atom 78 (H): 0.092, atom 79 (C): -0.240, atom 80 (H): 0.089, atom 81 (H): 0.096, atom 82 (H): 0.125, atom 83 (H): 0.127, atom 84 (H): 0.160, atom 85 (H): 0.105, atom 86 (C): -0.219, atom 87 (H): 0.089, atom 88 (H): 0.092, atom 89 (H): 0.130, atom 90 (H): 0.109, atom 91 (H): 0.120, atom 92 (H): 0.105, atom 93 (H): 0.130, atom 94 (H): 0.121, atom 95 (H): 0.118, atom 96 (H): 0.080, atom 97 (H): 0.112, atom 98 (H): 0.086, atom 99 (H): 0.052

=====

Record 2
Entry from the OMol25 dataset: a molecular structure, C19H33MgN5O3SSi (ωB97M-V/def2-TZVPD).

As for the HOMO-LUMO gap: 7.7 eV. The calculation puts the LUMO energy at 0.6 eV. The calculation puts the total energy at -57996.29676 eV. For the energy above the lowest of the compared OMol25 structures with the same formula, charge and spin, the calculation gives 0.0 kcal per mole. The HOMO energy comes out at -7.1 eV.

Geometry as ORCA input:
```
! RIJCOSX wB97M-V def2-TZVPD def2/J DEFGRID3
* xyz 0 1
H -2.18 -4.12 0.75
H 2.07 0.04 4.28
C 3.91 1.38 -3.48
C -4.40 -3.19 -0.17
N -2.18 -3.11 0.79
H -3.66 0.63 -3.77
C 3.86 0.18 -4.43
Si -0.04 1.96 4.56
H -1.89 3.17 5.57
H -1.24 -0.20 -3.85
H 0.97 3.88 3.38
O -2.15 -3.00 -2.59
N 0.32 1.24 -1.33
C -1.78 2.60 4.64
H 4.51 0.28 -1.71
H 1.33 0.71 6.26
H 1.00 4.13 5.13
H 4.86 1.90 -3.55
H 0.18 1.81 7.03
H -3.42 1.31 -1.36
H -2.13 1.69 -2.28
H 3.63 1.77 -1.35
N -0.06 -0.50 1.16
H 1.24 -2.00 0.62
C 1.33 0.77 -1.63
H 4.70 -0.48 -4.21
C 0.34 0.70 3.21
H 3.16 -1.71 -2.52
C -0.40 0.50 2.02
H -5.23 -2.50 -0.27
H 1.41 -1.52 -2.64
H 1.71 0.04 -4.56
H -1.28 -2.65 0.89
O -0.78 -1.48 -1.68
N -2.67 0.91 -1.90
C 1.84 -1.07 2.47
H -3.96 -0.59 -2.54
C 2.55 -0.60 -4.27
H 2.73 -1.68 2.61
Mg -1.38 -0.11 -0.45
H -0.38 0.28 6.34
C 2.36 -1.03 -2.82
H -4.65 -3.96 0.56
H 2.54 -1.47 -4.92
C -3.17 -2.43 0.21
H 3.98 0.52 -5.46
C -2.08 -0.84 -3.57
N 2.45 0.14 -1.92
C -3.19 0.05 -2.98
C 3.69 0.93 -2.04
C 1.46 -0.09 3.39
H -2.02 3.24 3.80
C 0.32 1.11 6.20
H -2.50 1.78 4.65
S -1.72 1.50 1.49
C 1.03 -1.24 1.38
H 2.18 3.05 4.37
H -4.20 -3.67 -1.13
O -3.08 -1.22 0.00
C 1.14 3.39 4.35
H 3.12 2.10 -3.75
C -1.64 -1.89 -2.55
H -2.46 -1.34 -4.46
*
```

Atom-resolved charges from natural (NBO), all expressed in e: atom 1 (H): 0.399, atom 2 (H): 0.206, atom 3 (C): -0.416, atom 4 (C): -0.720, atom 5 (N): -0.782, atom 6 (H): 0.180, atom 7 (C): -0.400, atom 8 (Si): 1.651, atom 9 (H): 0.227, atom 10 (H): 0.203, atom 11 (H): 0.244, atom 12 (O): -0.691, atom 13 (N): -0.522, atom 14 (C): -1.119, atom 15 (H): 0.199, atom 16 (H): 0.226, atom 17 (H): 0.233, atom 18 (H): 0.218, atom 19 (H): 0.235, atom 20 (H): 0.392, atom 21 (H): 0.387, atom 22 (H): 0.223, atom 23 (N): -0.673, atom 24 (H): 0.200, atom 25 (C): 0.530, atom 26 (H): 0.196, atom 27 (C): -0.522, atom 28 (H): 0.195, atom 29 (C): 0.112, atom 30 (H): 0.239, atom 31 (H): 0.259, atom 32 (H): 0.203, atom 33 (H): 0.417, atom 34 (O): -0.950, atom 35 (N): -0.917, atom 36 (C): -0.308, atom 37 (H): 0.208, atom 38 (C): -0.417, atom 39 (H): 0.216, atom 40 (Mg): 1.725, atom 41 (H): 0.237, atom 42 (C): -0.216, atom 43 (H): 0.222, atom 44 (H): 0.222, atom 45 (C): 0.734, atom 46 (H): 0.217, atom 47 (C): -0.527, atom 48 (N): -0.472, atom 49 (C): -0.209, atom 50 (C): -0.200, atom 51 (C): -0.132, atom 52 (H): 0.258, atom 53 (C): -1.111, atom 54 (H): 0.246, atom 55 (S): -0.460, atom 56 (C): 0.042, atom 57 (H): 0.231, atom 58 (H): 0.271, atom 59 (O): -0.750, atom 60 (C): -1.115, atom 61 (H): 0.205, atom 62 (C): 0.793, atom 63 (H): 0.228